{"formula": "C9H58N2O22", "method": "ωB97M-V/def2-TZVPD", "symbols": ["O", "O", "C", "C", "N", "N", "C", "C", "C", "C", "C", "C", "C", "H", "H", "H", "H", "H", "H", "H", "H", "H", "H", "H", "H", "H", "H", "H", "H", "H", "H", "O", "H", "H", "O", "H", "H", "O", "H", "H", "O", "H", "H", "O", "H", "H", "O", "H", "H", "O", "H", "H", "O", "H", "H", "O", "H", "H", "O", "H", "H", "O", "H", "H", "O", "H", "H", "O", "H", "H", "O", "H", "H", "O", "H", "H", "O", "H", "H", "O", "H", "H", "O", "H", "H", "O", "H", "H", "O", "H", "H"], "xyz": [[3.026, -0.468, 1.672], [-0.203, -2.312, -1.471], [1.967, -0.038, 1.226], [-0.765, -1.459, -0.793], [-1.947, -1.641, -0.193], [1.386, -0.518, 0.146], [1.280, 1.101, 2.065], [-2.474, -3.005, -0.079], [1.089, 3.081, -2.383], [-1.233, 0.913, -2.370], [0.688, 2.148, -1.201], [0.059, -0.164, -0.405], [0.140, 0.818, -1.595], [-2.344, -0.882, 0.221], [1.838, -1.270, -0.307], [1.175, 1.992, 1.480], [1.717, 1.215, 3.005], [0.279, 0.808, 2.326], [-3.553, -3.008, 0.329], [-1.684, -3.485, 0.539], [-2.429, -3.442, -1.093], [0.189, 3.649, -2.701], [1.494, 2.556, -3.165], [1.851, 3.704, -2.080], [-1.189, 1.666, -3.148], [-1.978, 1.154, -1.607], [-1.402, 0.007, -2.940], [-0.080, 2.723, -0.574], [1.588, 2.027, -0.599], [-0.571, 0.357, 0.328], [0.918, 0.438, -2.216], [4.718, -0.106, 3.639], [4.263, -0.093, 2.708], [4.517, 0.809, 4.070], [1.460, 6.287, -1.837], [1.501, 5.843, -2.740], [1.393, 7.292, -2.053], [0.147, -5.568, 0.454], [0.135, -4.787, 1.093], [0.873, -6.211, 0.788], [-0.324, -4.739, -2.224], [-0.471, -3.754, -2.026], [-0.253, -5.216, -1.281], [0.713, -3.454, 2.138], [0.555, -3.604, 3.155], [0.236, -2.519, 2.022], [0.101, -3.006, -4.345], [-0.292, -3.843, -3.828], [1.088, -3.057, -4.292], [-2.379, 1.481, 1.742], [-2.262, 1.111, 2.690], [-1.802, 2.338, 1.715], [3.664, 3.492, 3.482], [3.605, 2.831, 4.263], [4.349, 4.185, 3.836], [3.054, 4.613, -4.814], [2.119, 4.955, -5.036], [3.485, 5.395, -4.182], [-1.051, -1.513, 2.756], [-0.991, -0.670, 3.315], [-1.896, -2.009, 3.015], [-5.565, -3.971, 2.146], [-5.585, -4.708, 2.846], [-5.980, -4.438, 1.300], [4.042, 3.297, 0.723], [4.576, 2.410, 0.596], [3.726, 3.288, 1.726], [4.269, 2.206, -4.159], [3.569, 1.403, -4.230], [3.750, 3.089, -4.337], [3.819, -3.058, 1.699], [3.855, -2.008, 1.859], [2.812, -3.188, 1.876], [-5.137, -1.291, 1.613], [-5.401, -2.270, 1.825], [-4.940, -0.772, 2.506], [-4.596, 0.942, 0.262], [-5.052, 0.087, 0.728], [-3.684, 1.122, 0.751], [2.544, 0.253, -4.651], [2.905, -0.732, -4.861], [1.832, 0.355, -5.331], [-1.096, 3.802, 1.855], [-1.899, 4.318, 2.342], [-0.999, 4.262, 0.921], [-1.327, 0.554, 4.456], [-0.828, 0.312, 5.319], [-1.795, 1.473, 4.602], [-5.242, -4.038, -1.848], [-5.915, -3.278, -2.083], [-5.749, -4.566, -1.086]], "forces_ev_per_angstrom": [[0.3, 0.0, -0.8], [0.1, 0.8, 0.3], [-0.4, 1.8, 2.5], [1.5, 0.3, 0.8], [1.2, -1.8, -1.7], [-2.2, 0.4, -0.7], [-0.9, -1.7, -2.1], [-0.3, 0.4, -0.2], [-3.2, -0.4, 1.5], [1.7, -0.1, 0.8], [-0.5, 2.1, 0.6], [-1.5, 0.5, -0.3], [-0.6, -0.6, -0.7], [-1.5, 2.2, 1.6], [0.7, -1.0, -0.6], [0.3, 0.7, 0.0], [1.5, 0.4, 1.1], [-0.7, -0.3, -0.3], [2.1, 0.0, -0.5], [-1.1, -0.5, -0.1], [-0.4, -0.1, 0.7], [0.7, -0.2, -0.1], [0.7, -1.5, -2.1], [1.5, 1.7, 0.9], [0.0, 0.5, 0.2], [-0.4, -0.2, -0.5], [-0.4, -0.4, 0.4], [0.9, -0.7, -0.5], [0.0, -0.1, 0.1], [0.5, -0.2, 0.4], [0.4, -0.7, -1.1], [-1.1, 2.5, -0.5], [0.7, 0.3, 2.5], [0.6, -2.6, -1.5], [-0.1, 1.9, -2.2], [-0.1, 0.8, 1.8], [0.2, -2.7, 0.5], [1.4, -0.9, 1.7], [0.5, -1.2, -0.9], [-1.9, 1.9, -0.8], [-0.4, -0.5, 2.4], [0.5, -1.8, 0.3], [-0.1, 1.7, -2.8], [-1.6, 2.1, 2.6], [0.5, 0.4, -2.9], [1.2, -2.6, 0.5], [-0.2, -2.1, 0.9], [1.8, 2.4, -1.5], [-1.5, -0.4, 0.3], [1.5, 0.4, 2.6], [-0.3, 0.8, -2.7], [-1.0, -1.5, 0.1], [1.7, 0.4, 3.4], [0.1, 1.6, -2.0], [-1.9, -1.9, -1.1], [-0.6, 4.3, 1.9], [2.2, -0.8, 0.5], [-1.7, -3.1, -2.5], [-1.5, 0.4, 1.3], [-0.5, -1.7, -1.0], [1.8, 1.3, -0.5], [-1.5, -3.4, -1.3], [0.1, 1.7, -1.5], [1.4, 1.5, 2.8], [0.5, -2.6, 2.1], [-1.7, 2.7, 0.6], [1.2, -0.2, -2.9], [-2.9, 0.0, -0.4], [2.2, 2.9, 0.0], [1.3, -2.8, 0.4], [-2.4, 2.8, 1.1], [-0.1, -3.6, -0.7], [2.5, 0.1, -0.5], [0.1, -0.6, 3.3], [0.7, 2.4, 0.0], [-0.8, -2.1, -2.8], [0.8, -1.9, 2.3], [1.9, 2.9, -1.8], [-2.9, -0.7, -1.1], [-0.1, -4.1, -1.7], [-1.2, 3.6, 0.9], [0.8, 0.0, 0.9], [-2.4, 3.2, -0.8], [2.9, -1.6, -2.0], [-0.3, -1.2, 2.8], [-0.2, 2.1, 2.6], [-1.4, 0.9, -2.1], [1.6, -2.7, 0.0], [-3.6, 0.5, 2.0], [2.0, -2.2, 0.7], [1.6, 1.7, -2.7]], "lowdin_charge": [-0.03, 0.05, -0.44, -0.40, 0.06, 0.18, 0.05, -0.02, -0.07, 0.00, -0.20, -0.15, -0.32, 0.07, 0.15, 0.06, 0.06, 0.03, 0.09, 0.08, 0.09, 0.09, 0.03, 0.03, 0.07, 0.08, 0.08, 0.12, 0.09, 0.12, 0.12, -0.15, 0.02, 0.04, -0.12, 0.02, 0.09, -0.13, 0.01, 0.10, -0.19, -0.03, 0.06, -0.15, 0.12, 0.07, -0.15, 0.06, 0.03, -0.13, 0.05, 0.03, -0.13, 0.08, 0.12, -0.15, 0.09, 0.16, -0.11, 0.02, 0.11, -0.12, 0.10, 0.12, -0.17, 0.09, 0.02, -0.21, 0.01, 0.00, -0.18, 0.05, 0.02, -0.16, 0.04, 0.12, -0.22, 0.03, 0.00, -0.11, 0.15, 0.08, -0.14, 0.15, 0.12, -0.13, 0.13, 0.13, -0.15, 0.09, 0.08], "total_energy_ha": -2142.31810, "e_above_lowest_ev": 1.846, "gap_ev": 8.09, "homo_energy_ev": -9.12}

***

{"formula": "C14H21F3N3O17", "method": "ωB97M-V/def2-TZVPD", "symbols": ["C", "C", "O", "O", "H", "H", "H", "C", "C", "O", "C", "O", "O", "F", "H", "H", "H", "C", "C", "O", "C", "O", "O", "F", "H", "H", "H", "C", "C", "O", "C", "O", "O", "F", "H", "H", "H", "C", "N", "O", "O", "H", "H", "H", "C", "N", "O", "O", "H", "H", "H", "C", "N", "O", "O", "H", "H", "H"], "xyz": [[0.500, 0.168, 0.663], [1.857, -0.123, 1.267], [2.801, -0.422, 0.483], [2.020, -0.220, 2.481], [-0.364, -0.034, 1.296], [0.249, -0.354, -0.260], [0.557, 1.239, 0.466], [-4.575, -1.572, -2.348], [-5.814, -2.026, -1.735], [-6.846, -1.205, -2.269], [-6.269, -0.166, -2.957], [-6.908, 0.658, -3.719], [-4.940, -0.225, -2.688], [-5.656, -1.890, -0.463], [-4.151, -2.098, -3.204], [-3.728, -1.622, -1.664], [-5.997, -3.096, -1.839], [0.121, 1.310, -6.183], [1.393, 1.800, -5.667], [2.152, 0.588, -5.681], [1.270, -0.485, -5.505], [1.588, -1.665, -5.477], [-0.011, 0.048, -5.581], [1.280, 2.240, -4.405], [0.125, 1.346, -7.272], [-0.646, 2.051, -5.954], [1.885, 2.640, -6.156], [0.558, -7.110, 2.560], [0.234, -6.492, 1.204], [1.447, -6.040, 0.733], [2.261, -5.783, 1.758], [3.276, -5.181, 1.660], [1.794, -6.379, 2.878], [-0.436, -5.416, 1.509], [0.765, -8.165, 2.382], [-0.375, -6.927, 3.093], [-0.403, -7.108, 0.568], [3.882, 4.557, 4.025], [4.731, 4.217, 2.850], [4.514, 4.947, 1.885], [5.574, 3.351, 2.910], [3.711, 5.632, 3.969], [4.347, 4.357, 4.990], [2.967, 3.967, 3.977], [-0.376, -1.271, 6.774], [-1.479, -2.077, 6.204], [-2.471, -1.478, 5.771], [-1.474, -3.291, 6.400], [0.536, -1.846, 6.935], [-0.762, -0.827, 7.692], [-0.203, -0.360, 6.202], [0.292, 6.522, -1.837], [1.402, 7.242, -2.405], [2.395, 6.542, -2.715], [1.456, 8.440, -2.635], [0.642, 5.977, -0.961], [-0.254, 5.875, -2.525], [-0.445, 7.242, -1.481]], "forces_ev_per_angstrom": [[-0.8, 0.6, -0.2], [2.3, -2.7, -1.1], [-0.8, 0.8, -1.1], [-1.3, 0.9, 2.5], [0.2, 0.2, 0.6], [0.7, 0.0, -0.2], [-0.5, 0.2, -0.3], [1.8, 0.9, -1.2], [-0.8, -2.1, -2.0], [0.0, -0.1, -0.4], [-2.2, 2.7, -2.7], [3.6, -4.3, 4.4], [0.0, 1.1, -1.3], [-0.6, 1.1, 4.2], [-0.8, 0.0, -0.5], [-0.3, 0.6, 0.4], [-0.7, 0.1, -0.9], [-1.3, 1.7, -0.6], [1.7, -0.4, 0.0], [-0.2, -0.5, 0.5], [0.8, -1.4, -1.2], [-1.2, 3.8, 0.4], [0.4, -1.2, -0.2], [-0.3, 0.1, 1.4], [0.2, -0.9, -0.2], [-0.5, -0.6, 0.7], [0.2, -0.6, -0.8], [0.9, 0.0, -1.9], [0.9, -1.4, 1.1], [-0.4, -0.7, -2.1], [1.2, 0.2, 0.4], [-0.3, -0.3, 0.3], [-1.6, -0.8, 0.9], [-2.6, 3.1, 0.2], [0.2, -0.1, 0.7], [0.8, 0.1, 1.1], [0.7, -0.1, -0.6], [-0.2, 0.1, 0.8], [0.3, 0.9, -0.4], [0.3, -0.8, 0.3], [-0.5, 0.2, 0.2], [-0.3, -0.3, -0.2], [0.4, -0.4, -0.4], [0.0, 0.2, -0.3], [0.4, 1.1, 0.1], [-2.1, -0.6, 0.7], [1.6, -0.4, 0.2], [0.6, 1.1, -0.5], [-0.4, -0.1, -0.2], [-0.1, -0.6, 0.3], [0.1, -0.5, -0.7], [-1.9, 0.5, 1.5], [4.5, -0.4, -2.5], [-1.9, 0.3, 0.8], [-1.7, -0.3, 0.9], [0.2, -0.2, -0.4], [0.8, 0.0, -0.3], [0.2, 0.2, -0.1]], "nbo_charge": [-0.72, 0.73, -0.79, -0.79, 0.19, 0.20, 0.20, -0.14, 0.43, -0.49, 0.97, -0.58, -0.48, -0.32, 0.20, 0.24, 0.16, -0.14, 0.43, -0.50, 0.98, -0.54, -0.48, -0.33, 0.19, 0.21, 0.18, -0.13, 0.43, -0.49, 0.96, -0.53, -0.49, -0.33, 0.18, 0.22, 0.16, -0.49, 0.53, -0.40, -0.34, 0.22, 0.22, 0.25, -0.49, 0.52, -0.38, -0.38, 0.24, 0.23, 0.25, -0.49, 0.50, -0.38, -0.36, 0.26, 0.25, 0.22], "total_energy_ha": -2288.70328, "total_charge": -1, "e_above_lowest_ev": 4.376, "gap_ev": 4.95, "homo_energy_ev": -3.34}